Entry from the Open Molecules 2025 dataset: C5H10O5Sc as an isolated structure in a non-equilibrium geometry (the ωB97M-V functional and the def2-TZVPD basis).

CARTESIAN COORDINATES (ANGSTROEM)
C  0.746  0.364  3.257
C  0.577  1.616  4.061
O  1.428  2.651  3.509
C  1.448  3.813  4.107
O  0.715  4.067  5.113
O  2.307  4.672  3.738
O  -0.285  -0.514  3.549
Sc  1.603  5.997  5.212
H  1.737  -0.088  3.412
H  0.875  1.433  5.101
H  -0.457  1.983  4.061
H  -0.518  -1.041  2.755
H  0.798  0.318  1.843
C  0.656  -0.134  0.124
C  -0.505  -1.037  -0.127
O  -0.733  -1.838  1.031
H  0.671  0.786  -0.465
H  1.625  -0.642  0.149
H  -0.307  -1.694  -0.994
H  -1.408  -0.450  -0.366
H  -1.432  -2.474  0.854

The HOMO-LUMO gap (spin up / spin down) comes out at 5.32 / 7.65 eV. Its HOMO energy (spin up / spin down) is -15.14 / -17.46 eV. As for the total charge: +2. Its spin multiplicity is 2. The expectation value of S² is 0.751. The value obtained for the energy relative to the best compared isomer or geometry (same formula, charge and spin) is 77.3 kJ/mol. For the electronic energy, the calculation gives -1332.71340 hartree.

---

Entry from the Open Molecules 2025 dataset: one molecule with the formula C4H6 in a non-equilibrium geometry (the ωB97M-V functional and the def2-TZVPD basis).

CARTESIAN COORDINATES (ANGSTROEM)
C  -1.329  -0.790  0.908
C  -0.080  -0.449  0.611
C  0.174  0.349  -0.635
C  1.387  0.846  -0.970
H  -1.648  -1.288  1.847
H  -2.113  -0.359  0.326
H  0.747  -0.850  1.271
H  -0.747  0.482  -1.203
H  2.136  0.770  -0.226
H  1.473  1.290  -1.929

The HOMO-LUMO gap comes out at 10.10 eV. Its HOMO energy is -8.95 eV. As for the structure (SMILES): C=CC=C. The value obtained for the energy relative to the best compared isomer or geometry (same formula, charge and spin) is 32.6 kJ/mol. For the electronic energy, the calculation gives -155.95027 hartree.

---

Entry from the Open Molecules 2025 dataset: a 2-piece molecular cluster, C8H16N5O overall in a non-equilibrium geometry (the ωB97M-V functional and the def2-TZVPD basis).

CARTESIAN COORDINATES (ANGSTROEM)
C  -1.722  1.233  0.143
C  0.373  -0.047  -0.142
C  -0.231  1.282  -0.032
C  3.982  0.244  0.295
C  3.851  -1.198  -0.007
C  2.694  0.882  -0.233
C  2.311  -1.437  0.154
C  -2.604  2.409  -0.086
N  -0.381  -1.147  -0.132
N  1.680  -0.195  0.006
N  -2.344  0.058  0.332
N  -5.313  -2.270  -0.255
N  -1.607  -1.080  0.006
O  -3.542  -0.047  0.530
H  -0.040  1.891  -0.813
H  0.069  1.950  0.921
H  3.991  0.441  1.314
H  4.921  0.760  -0.048
H  4.179  -1.514  -0.955
H  4.359  -1.854  0.673
H  2.327  1.799  0.204
H  2.828  1.106  -1.242
H  1.852  -2.087  -0.548
H  2.113  -1.871  1.087
H  -2.206  3.455  -0.249
H  -3.571  2.484  0.378
H  -2.811  2.086  -1.100
H  -4.404  -1.801  -0.414
H  -5.504  -2.219  0.748
H  -5.253  -3.311  -0.535

The HOMO-LUMO gap comes out at 5.07 eV. Its HOMO energy is -11.36 eV. As for the total charge: +1. The value obtained for the energy relative to the best compared isomer or geometry (same formula, charge and spin) is 560.1 kJ/mol. For the electronic energy, the calculation gives -662.98595 hartree.

---

Entry from the Open Molecules 2025 dataset: C29H23N3PRuSe as an isolated structure in a non-equilibrium geometry (the ωB97M-V functional and the def2-TZVPD basis).

CARTESIAN COORDINATES (ANGSTROEM)
Ru  0.779  0.165  1.510
C  2.821  1.167  2.216
C  2.267  1.935  1.171
C  0.966  2.449  1.283
C  0.199  2.177  2.440
C  0.733  1.385  3.469
C  2.057  0.898  3.357
H  3.828  0.782  2.134
H  2.850  2.126  0.280
H  0.554  3.066  0.496
H  -0.807  2.562  2.521
H  0.144  1.168  4.351
H  2.490  0.320  4.163
C  -1.745  2.203  -5.786
C  -2.352  2.789  -4.677
C  -1.933  2.453  -3.407
C  -0.901  1.506  -3.252
C  -0.276  0.931  -4.376
C  -0.710  1.282  -5.637
P  -0.354  1.116  -1.644
C  1.215  0.313  -1.481
C  2.346  0.802  -2.129
C  3.575  0.187  -1.904
C  3.691  -0.887  -1.025
C  2.563  -1.386  -0.388
C  1.311  -0.793  -0.600
C  -1.532  0.589  -0.449
C  -2.884  0.511  -0.830
C  -3.854  0.206  0.106
C  -3.493  -0.001  1.429
C  -2.155  0.064  1.816
C  -1.161  0.326  0.889
H  -2.079  2.471  -6.780
H  -3.144  3.512  -4.813
H  -2.386  2.925  -2.544
H  0.517  0.203  -4.256
H  -0.252  0.834  -6.508
H  2.281  1.653  -2.798
H  4.453  0.554  -2.421
H  4.656  -1.353  -0.869
H  2.637  -2.265  0.241
H  0.402  -1.357  -0.362
H  -3.166  0.676  -1.862
H  -4.891  0.144  -0.192
H  -4.256  -0.205  2.170
H  -1.901  -0.106  2.856
Se  -1.813  -4.107  -0.051
N  -1.538  -4.858  1.494
C  -0.809  -4.026  2.219
C  -0.359  -4.298  3.534
C  0.399  -3.340  4.138
C  0.677  -2.137  3.464
N  0.280  -1.812  2.238
C  -0.467  -2.778  1.575
N  -0.916  -2.631  0.348
H  -0.616  -5.234  4.013
H  0.791  -3.474  5.137
H  1.270  -1.399  3.984

The HOMO-LUMO gap (spin up / spin down) comes out at 4.64 / 4.64 eV. Its HOMO energy (spin up / spin down) is -16.93 / -16.93 eV. As for the total charge: +3. The value obtained for the energy relative to the best compared isomer or geometry (same formula, charge and spin) is 77.4 kJ/mol. For the electronic energy, the calculation gives -4119.76174 hartree.

---

Entry from the Open Molecules 2025 dataset: one molecule with the formula C18H23N3O3S in a non-equilibrium geometry (the ωB97M-V functional and the def2-TZVPD basis).

CARTESIAN COORDINATES (ANGSTROEM)
C  2.529  0.794  -1.149
N  2.676  0.296  0.128
C  2.813  -1.049  0.140
C  1.384  -1.858  -0.191
O  1.291  -3.110  -0.799
N  0.213  -1.135  0.237
C  -1.182  -1.431  0.239
C  -1.621  -2.512  -0.473
C  -3.020  -2.708  -0.519
C  -3.812  -1.764  -0.100
C  -3.397  -0.303  0.337
S  -4.427  0.956  0.689
O  -5.721  0.345  0.966
O  -3.830  1.797  1.590
N  -4.657  1.415  -0.793
C  -5.512  0.736  -1.683
C  -3.645  2.306  -1.248
C  -2.086  -0.183  0.300
C  3.470  0.986  0.831
C  4.964  0.887  0.530
C  5.472  1.610  -0.419
C  6.754  1.490  -0.854
C  7.578  0.683  -0.378
C  7.018  -0.400  0.324
C  5.697  -0.205  1.221
H  1.831  0.222  -1.780
H  3.498  0.512  -1.736
H  2.401  1.716  -1.185
H  3.460  -1.569  -0.441
H  2.924  -1.341  1.133
H  0.456  -0.165  0.643
H  -0.877  -3.160  -0.644
H  -3.334  -3.877  -0.745
H  -4.835  -1.835  -0.131
H  -6.173  0.438  -1.257
H  -4.907  0.058  -2.139
H  -5.949  1.439  -2.616
H  -2.847  1.602  -1.810
H  -3.899  2.988  -1.981
H  -3.024  2.897  -0.833
H  -1.609  0.499  0.634
H  3.336  0.504  2.009
H  3.122  2.131  0.867
H  4.821  2.543  -0.709
H  7.070  2.331  -1.323
H  8.625  0.261  -0.614
H  7.458  -1.115  0.948
H  5.268  -0.874  1.690

The HOMO-LUMO gap comes out at 8.86 eV. Its HOMO energy is -8.63 eV. As for the structure (SMILES): CN(CC(=O)Nc1cccc(S(=O)(=O)N(C)C)c1)Cc1ccccc1. The value obtained for the energy relative to the best compared isomer or geometry (same formula, charge and spin) is 1799.3 kJ/mol. For the electronic energy, the calculation gives -1487.27504 hartree.

---

Entry from the Open Molecules 2025 dataset: C34H42BN9ReS as an isolated structure (the ωB97M-V functional and the def2-TZVPD basis).

CARTESIAN COORDINATES (ANGSTROEM)
Re  -0.596  -1.015  -0.644
C  3.442  -1.604  1.382
C  2.408  -1.053  0.607
N  1.147  -1.389  0.759
C  0.811  -2.289  1.729
C  1.780  -2.884  2.555
C  3.131  -2.524  2.341
C  1.368  -3.773  3.574
C  0.033  -4.007  3.755
C  -0.942  -3.405  2.941
C  -0.589  -2.552  1.910
N  -1.430  -1.873  1.050
C  -2.585  -1.258  1.506
C  -3.621  -1.800  2.237
C  -4.700  -1.000  2.660
C  -4.759  0.334  2.372
C  -3.724  0.928  1.612
C  -3.696  2.300  1.273
C  -2.644  2.791  0.551
C  -1.630  1.913  0.133
N  -1.636  0.623  0.399
C  -2.663  0.127  1.164
H  4.460  -1.295  1.197
H  2.629  -0.320  -0.155
H  3.901  -2.976  2.955
H  2.113  -4.244  4.201
H  -0.294  -4.679  4.538
H  -1.977  -3.635  3.133
H  -3.639  -2.854  2.462
H  -5.499  -1.464  3.224
H  -5.588  0.945  2.704
H  -4.505  2.943  1.595
H  -2.578  3.835  0.279
H  -0.785  2.289  -0.419
B  2.352  -2.199  -2.481
N  1.870  -0.714  -2.580
C  2.551  0.164  -3.322
C  1.938  1.402  -3.238
C  0.856  1.180  -2.399
N  0.822  -0.094  -2.000
N  1.308  -3.165  -1.852
C  1.507  -4.485  -1.812
C  0.407  -5.094  -1.233
C  -0.449  -4.041  -0.948
N  0.101  -2.880  -1.330
H  2.561  -2.566  -3.609
H  3.359  -2.236  -1.814
H  3.416  -0.160  -3.874
H  2.221  2.314  -3.732
H  0.080  1.859  -2.097
H  2.415  -4.902  -2.213
H  0.250  -6.142  -1.053
H  -1.423  -4.037  -0.490
C  -2.220  -2.843  -3.415
C  -2.493  -1.350  -3.229
C  -4.001  -1.109  -3.390
C  -1.744  -0.568  -4.319
C  -2.051  -0.789  -1.888
H  -2.692  -3.192  -4.336
H  -2.628  -3.419  -2.585
H  -1.152  -3.054  -3.484
H  -4.355  -1.482  -4.354
H  -4.234  -0.044  -3.329
H  -4.559  -1.621  -2.603
H  -2.048  -0.913  -5.310
H  -0.666  -0.705  -4.221
H  -1.956  0.502  -4.251
H  -2.668  0.110  -1.714
C  0.382  4.003  3.241
N  1.366  4.578  2.343
C  1.267  6.016  2.176
C  2.047  3.790  1.474
S  1.646  2.193  1.220
N  3.084  4.411  0.806
C  4.075  5.134  1.595
C  3.688  3.710  -0.316
H  0.269  4.667  4.099
H  0.711  3.024  3.576
H  -0.589  3.884  2.749
H  0.211  6.294  2.124
H  1.754  6.320  1.253
H  1.718  6.553  3.015
H  3.644  5.511  2.517
H  4.471  5.973  1.021
H  4.905  4.467  1.854
H  2.918  3.295  -0.960
H  4.330  2.888  0.016
H  4.287  4.428  -0.878

The HOMO-LUMO gap (spin up / spin down) comes out at 6.30 / 6.21 eV. Its HOMO energy (spin up / spin down) is -6.23 / -6.32 eV. Its spin multiplicity is 2. The expectation value of S² is 0.784. The value obtained for the energy relative to the best compared isomer or geometry (same formula, charge and spin) is 33.0 kJ/mol. For the electronic energy, the calculation gives -2314.97870 hartree.

---

Entry from the Open Molecules 2025 dataset: a 2-piece molecular cluster, C3H6O2 overall in a non-equilibrium geometry (the ωB97M-V functional and the def2-TZVPD basis).

CARTESIAN COORDINATES (ANGSTROEM)
C  1.151  0.538  -0.958
C  0.558  0.107  0.149
C  0.254  -0.728  1.291
O  -0.288  0.597  1.092
H  1.529  -0.174  -1.670
H  1.316  1.572  -1.247
H  0.901  -0.612  2.159
H  -0.439  -1.564  1.222
O  -1.917  0.165  -0.885
H  -1.817  0.725  -0.046
H  -1.248  -0.626  -1.106

The HOMO-LUMO gap comes out at 10.15 eV. Its HOMO energy is -9.34 eV. As for the structure (SMILES): C=C1CO1.O. The value obtained for the energy relative to the best compared isomer or geometry (same formula, charge and spin) is 381.6 kJ/mol. For the electronic energy, the calculation gives -268.25987 hartree.

---

Entry from the Open Molecules 2025 dataset: C60H48F3N6O4P2Tl as an isolated structure (the ωB97M-V functional and the def2-TZVPD basis).

CARTESIAN COORDINATES (ANGSTROEM)
Tl  0.670  0.283  0.380
C  -0.602  3.103  -3.332
C  -0.570  4.399  -2.841
C  -0.499  4.601  -1.473
C  -0.466  3.494  -0.632
N  -0.513  2.248  -1.105
C  -0.569  2.060  -2.418
C  -0.368  3.620  0.856
C  0.099  4.768  1.488
C  0.158  4.773  2.871
C  -0.238  3.643  3.569
C  -0.670  2.532  2.851
N  -0.727  2.539  1.527
C  -1.064  1.248  3.518
C  -1.087  1.098  4.904
C  -1.428  -0.130  5.440
C  -1.734  -1.180  4.587
C  -1.692  -0.936  3.223
N  -1.378  0.244  2.701
H  -0.653  2.900  -4.392
H  -0.601  5.245  -3.515
H  -0.486  5.606  -1.076
H  -0.588  1.027  -2.753
H  0.440  5.622  0.923
H  0.522  5.644  3.400
H  -0.191  3.638  4.646
H  -0.849  1.917  5.565
H  -1.454  -0.265  6.514
H  -2.004  -2.157  4.966
H  -1.921  -1.720  2.507
C  -0.238  -3.872  -1.332
N  -1.143  -3.735  -2.438
C  -1.669  -2.383  -2.578
P  -2.298  -1.717  -0.951
C  -3.058  -0.124  -1.469
C  -3.116  0.358  -2.774
C  -3.726  1.578  -3.052
C  -4.284  2.330  -2.030
C  -4.219  1.865  -0.721
C  -3.604  0.655  -0.445
C  -3.778  -2.790  -0.723
C  -3.969  -3.368  0.527
C  -5.058  -4.197  0.774
C  -5.963  -4.465  -0.240
C  -5.786  -3.889  -1.495
C  -4.708  -3.051  -1.729
C  -1.980  -4.832  -2.758
C  -2.615  -4.884  -4.005
C  -3.438  -5.943  -4.340
C  -3.640  -6.995  -3.451
C  -3.000  -6.962  -2.225
C  -2.179  -5.894  -1.876
P  0.993  -2.487  -1.390
C  1.882  -2.944  -2.921
C  2.503  -4.178  -3.115
C  3.188  -4.445  -4.291
C  3.266  -3.476  -5.285
C  2.650  -2.246  -5.105
C  1.964  -1.984  -3.926
C  2.115  -3.066  -0.060
C  3.498  -2.923  -0.190
C  4.347  -3.285  0.845
C  3.834  -3.792  2.032
C  2.461  -3.913  2.185
C  1.608  -3.541  1.153
H  0.274  -4.832  -1.390
H  -0.745  -3.824  -0.359
H  -2.463  -2.381  -3.318
H  -0.890  -1.696  -2.923
H  -2.678  -0.200  -3.592
H  -3.766  1.937  -4.073
H  -4.759  3.277  -2.249
H  -4.641  2.452  0.085
H  -3.529  0.310  0.582
H  -3.254  -3.169  1.318
H  -5.196  -4.633  1.756
H  -6.804  -5.121  -0.058
H  -6.491  -4.094  -2.291
H  -4.599  -2.594  -2.706
H  -2.442  -4.093  -4.725
H  -3.911  -5.959  -5.314
H  -4.279  -7.827  -3.718
H  -3.144  -7.769  -1.517
H  -1.714  -5.885  -0.900
H  2.457  -4.934  -2.339
H  3.662  -5.408  -4.432
H  3.815  -3.679  -6.196
H  2.718  -1.486  -5.872
H  1.507  -1.013  -3.768
H  3.903  -2.508  -1.104
H  5.417  -3.169  0.724
H  4.502  -4.079  2.836
H  2.047  -4.300  3.109
H  0.538  -3.629  1.305
F  6.362  -1.939  4.554
C  6.321  -0.634  4.239
F  7.321  -0.394  3.381
F  6.585  0.054  5.363
C  4.985  -0.244  3.666
C  4.891  0.784  2.745
C  3.634  1.123  2.267
N  2.521  0.506  2.669
C  2.629  -0.484  3.552
C  3.839  -0.896  4.083
H  5.773  1.299  2.389
H  3.511  1.884  1.504
H  1.704  -0.975  3.839
H  3.885  -1.719  4.783
O  2.825  -0.068  -1.360
C  2.995  1.170  -1.412
O  2.516  2.019  -0.619
C  3.805  1.697  -2.581
C  3.468  2.908  -3.173
C  4.182  3.381  -4.262
C  5.248  2.634  -4.724
C  5.618  1.433  -4.147
C  4.876  0.961  -3.077
N  6.025  3.142  -5.874
O  5.620  4.143  -6.432
O  7.023  2.534  -6.199
H  2.645  3.478  -2.764
H  3.934  4.314  -4.747
H  6.461  0.886  -4.544
H  5.111  0.009  -2.620

The HOMO-LUMO gap comes out at 7.40 eV. Its HOMO energy is -7.54 eV. The value obtained for the energy relative to the best compared isomer or geometry (same formula, charge and spin) is 0.0 kJ/mol. For the electronic energy, the calculation gives -4099.51041 hartree.